No. 1
Computed, not measured: a molecular structure, C32H28ClF4GdN6O4S2, with ωB97M-V/def2-TZVPD.

As for the energy above the lowest of the compared OMol25 structures with the same formula, charge and spin: 15.14 kcal/mol. For the maximum force, the calculation gives 1.96 eV Å⁻¹. As for the spin multiplicity: 8. For the molecular weight, the calculation gives 893.44 g mol⁻¹.

Positions of all 78 atoms, in Å:
H (-0.8393, -4.0587, -0.9735)
H (-4.1304, -2.8355, -4.0250)
O (0.9073, 2.9340, -0.1716)
F (4.4236, -3.2555, -0.2735)
N (-1.0148, 1.0889, 1.5344)
N (2.1142, -1.4061, -0.6810)
F (0.9417, -2.2683, 3.7847)
C (-4.2978, -0.1422, -4.2290)
H (2.9869, -2.5761, -2.2068)
N (1.1360, -0.5394, -3.1605)
Cl (2.1431, 2.8264, -0.9140)
C (0.6771, -1.8165, -3.7076)
H (-4.9547, -0.6758, -4.9042)
H (-4.4691, -0.2754, 3.7418)
C (3.6995, 2.0825, 2.5750)
C (-3.4251, 2.0583, 5.9639)
S (-1.4556, 2.1197, -1.5720)
C (-3.4685, -2.2988, -3.3561)
Gd (0.4524, 0.4001, -0.5815)
C (-3.9117, 0.5579, 4.1501)
O (1.8822, 3.0238, -2.2984)
C (-1.7843, -2.2571, -1.6501)
C (-2.9744, 1.2069, 3.3639)
H (1.2796, 0.3062, -5.1042)
H (-1.8667, 3.4971, 5.5997)
C (3.5260, -2.9523, 0.6919)
H (-3.4434, 2.9914, -3.3040)
H (3.5466, 4.1049, 3.2883)
H (-4.9526, 1.8104, -4.8452)
H (-0.2714, 0.5509, -4.2755)
C (2.5935, -0.5977, -2.9677)
H (-3.6119, 2.4042, 6.9716)
C (1.6417, 3.2721, 2.7798)
H (0.8996, -2.6256, -3.0136)
C (-0.4886, 2.0089, 2.2531)
C (-2.5475, -0.2283, -2.4998)
C (1.5617, -1.9844, 1.5522)
C (2.4250, -2.0869, 0.4294)
C (1.8072, -2.5173, 2.7907)
C (-2.5478, 1.2084, -2.5008)
H (-0.3985, -1.7878, -3.8776)
S (-2.6747, 0.7497, 1.6767)
F (4.8169, -4.3073, 2.0865)
C (2.9189, -3.3036, 3.0209)
C (-2.6553, -2.9706, -2.4729)
C (0.8099, 0.5116, -4.1318)
C (0.9939, 2.1471, 2.2828)
C (2.9956, -1.5448, -1.8376)
N (-1.6982, -0.9118, -1.6841)
H (1.1452, 1.4810, -3.7741)
C (-2.4485, 2.6764, 5.1959)
C (3.0177, 3.2367, 2.9188)
C (3.7432, -3.5170, 1.9308)
N (1.6571, 1.0647, 1.8699)
H (1.0983, 4.1799, 3.0072)
H (1.1749, -2.0281, -4.6647)
C (-3.4478, 1.9104, -3.3433)
C (-4.2944, 1.2447, -4.1991)
H (2.9512, 0.4040, -2.7427)
H (3.1317, -3.7341, 3.9868)
H (-4.8917, 0.4984, 6.0538)
C (-4.1450, 0.9932, 5.4475)
O (2.6023, 1.4524, -0.7313)
H (3.0859, -0.9360, -3.8916)
H (0.0661, -2.5733, -0.6326)
N (-1.2038, 2.8261, 3.1084)
C (2.9777, 1.0362, 2.0267)
H (4.0327, -1.3098, -1.5811)
H (3.4727, 0.1328, 1.6886)
C (-2.2289, 2.2532, 3.8936)
H (-2.6651, -4.0500, -2.4059)
C (-0.9287, -3.0134, -0.6817)
O (3.1045, 3.7334, -0.4105)
H (-0.6628, 3.5223, 3.5913)
C (-3.4499, -0.8915, -3.3779)
H (4.7704, 2.0058, 2.6962)
F (0.4092, -1.2586, 1.3862)
H (-1.3725, -2.9777, 0.3171)


No. 2
Computed, not measured: 6 unconnected molecules or ions with the total composition C32H28F5N, with ωB97M-V/def2-TZVPD.

As for the energy above the lowest of the compared OMol25 structures with the same formula, charge and spin: 0.00 kcal/mol. For the maximum force, the calculation gives 6.35 eV Å⁻¹. As for the charge: -1. As for the spin multiplicity: 2. For the molecular weight, the calculation gives 521.57 g mol⁻¹.

Positions of all 66 atoms, in Å:
H (5.3111, 4.6882, -5.8583)
H (-4.5682, -0.5655, 0.2534)
H (0.5795, -0.9600, 3.6314)
C (4.1845, 3.1549, -3.0380)
H (-1.6531, -1.2190, -2.4682)
C (1.2437, -1.7186, 5.5010)
C (-0.1465, -1.3510, 7.4486)
C (-3.1448, -1.9786, 2.8899)
C (0.9345, -1.9693, 6.8669)
C (-4.5378, -0.9051, -0.7819)
H (2.3571, -2.6667, -4.9147)
C (-0.7894, -1.4550, -3.0721)
H (-0.4002, -1.5750, 8.4742)
C (5.7538, 5.2829, -3.8710)
C (5.5733, 5.1047, -2.4864)
H (-0.4969, 1.6183, -2.5483)
H (5.9446, 5.8350, -1.7827)
C (-4.6268, 0.1355, -1.8202)
C (0.2802, -1.9280, -5.1654)
C (-0.8430, -1.6224, -4.4345)
F (-2.0049, -1.3842, -5.0478)
H (4.5942, 3.8764, -1.0348)
H (6.3957, 6.0890, -4.1942)
H (1.5688, -2.6748, 7.3830)
C (-1.7443, 2.0523, -0.9409)
H (2.3560, -2.5557, -2.4853)
F (-2.7621, -5.1957, 1.1708)
C (-0.7904, -0.4418, 5.3271)
H (0.4547, -1.6586, -1.3152)
C (-1.0748, -0.5908, 6.6821)
C (1.5023, -2.2019, -3.0443)
C (0.4380, -1.0211, 4.7004)
C (0.6263, 1.3681, -0.6421)
C (0.4007, 1.5807, 0.6955)
F (1.8376, 0.9629, -1.1197)
H (-2.5809, 2.2161, -1.6040)
H (0.2418, -1.8124, -6.2386)
F (3.7219, 2.6443, -5.2606)
H (-4.1529, -3.8987, 3.0713)
C (-1.6265, -3.0985, 0.8475)
H (3.6367, 2.2675, -2.7570)
F (2.3457, -2.3287, 4.9849)
H (-3.7816, -1.4867, 3.6103)
C (5.1525, 4.4735, -4.8118)
C (-3.3523, -3.3725, 2.5727)
C (-0.5201, 1.7021, -1.4718)
C (-2.6347, -3.8949, 1.4991)
H (-1.3957, 0.1140, 4.6264)
H (-0.9583, 2.0188, 2.3605)
H (-2.9286, 1.9064, 0.7106)
C (-1.9007, 2.0545, 0.4143)
H (1.2397, 1.3804, 1.3454)
H (-1.0565, -3.5612, 0.0554)
H (-5.3084, -1.6608, -0.9341)
H (-3.5537, -1.3495, -0.9307)
H (-2.0445, -0.3164, 7.0706)
C (-2.2242, -1.2422, 2.2285)
C (4.7022, 4.0914, -2.0876)
H (-2.1532, -0.1794, 2.4068)
C (-0.8602, 1.9417, 1.2877)
C (1.4580, -2.2671, -4.4694)
N (-4.7456, 0.9921, -2.6672)
H (-0.7915, -1.1985, 0.6565)
C (-1.4118, -1.8417, 1.2630)
C (4.3702, 3.3917, -4.3549)
C (0.3593, -1.7950, -2.3823)


No. 3
Computed, not measured: a molecular structure, C32H29BrCl3CuGeN4O2S, with ωB97M-V/def2-TZVPD.

As for the energy above the lowest of the compared OMol25 structures with the same formula, charge and spin: 649.30 kcal/mol. For the maximum force, the calculation gives 15.55 eV Å⁻¹. For the molecular weight, the calculation gives 856.10 g mol⁻¹.

Positions of all 74 atoms, in Å:
C (-2.7068, -3.0930, -1.7610)
C (-0.4801, -1.4920, -1.7706)
O (-0.1343, 0.4628, -3.5874)
C (-0.5122, -1.1424, 3.7304)
C (-1.0924, -1.8010, -0.5650)
H (-3.1085, 3.8028, -2.9061)
H (1.8337, 1.9857, 2.4906)
C (-4.5509, 3.8243, -1.3422)
N (1.3204, -0.3731, -0.2204)
C (2.8887, -2.8059, 3.3243)
H (3.5801, -1.9602, 3.3719)
C (4.9617, 0.0708, -0.6355)
H (-4.3854, 1.0051, -0.0868)
N (1.7276, 1.7574, -2.3804)
O (-1.9822, 0.8397, -4.7942)
C (-0.8945, -2.0625, -2.9551)
Ge (-1.5992, 1.3984, -0.4362)
H (-3.6286, -3.6609, -1.7787)
H (1.7978, 3.1627, 1.1851)
S (2.2917, 3.9638, -3.4719)
C (3.6789, -0.4393, -0.7031)
H (-0.4021, -1.8272, -3.8871)
C (-0.1825, -2.6652, 5.5590)
C (-3.5810, 3.1153, -2.2165)
C (-2.0055, -2.8938, -2.9410)
C (1.0631, -3.0029, 5.0482)
H (-2.3526, -3.3287, -3.8681)
C (-1.3390, 0.9519, -3.7605)
H (-4.8818, 3.1861, 0.9183)
H (3.2178, 0.5200, -3.2550)
Cl (-1.1538, 3.6135, -0.2368)
C (5.1966, 1.2285, 0.0932)
H (4.0630, 2.6713, -4.5686)
C (-0.9674, -1.7336, 4.9004)
C (-4.4276, 3.0497, -0.0481)
H (1.6807, -3.7238, 5.5695)
H (3.4610, -1.3352, -1.2729)
Cl (-3.2285, 1.7540, -1.8968)
H (5.7714, -0.4280, -1.1515)
H (4.3310, 2.7694, 1.2967)
H (3.3193, -3.6219, 3.9007)
Cu (0.5699, 0.1643, -1.8581)
C (2.8075, 1.5150, -3.1981)
C (0.6598, -0.8385, 0.8153)
H (-2.5151, -3.4635, 1.3899)
H (-1.0990, -0.3723, 3.2403)
H (-4.0183, -3.1497, 0.5155)
C (-3.0261, -2.7577, 0.7287)
H (6.1942, 1.6439, 0.1460)
H (-1.9312, -1.4454, 5.2978)
C (2.8447, 1.3611, 0.6933)
H (-1.0652, -1.6121, 1.4987)
N (1.2382, -0.8930, 2.0355)
C (-2.2663, -2.5650, -0.5577)
C (-2.0507, 1.5541, -2.6729)
C (-4.0539, 0.7689, -2.4804)
Cl (-2.3797, 1.1971, 1.8410)
C (4.1475, 1.8574, 0.7414)
H (0.7557, 1.7538, 1.1140)
H (0.5160, 3.4055, -1.8720)
Br (-5.0538, -0.4461, -3.1010)
H (-5.0045, 4.7871, -1.5175)
C (1.3490, 3.0045, -2.4366)
C (1.5374, -2.4343, 3.8729)
C (3.2520, 2.6028, -3.8648)
C (-3.8672, 1.8169, -0.6073)
C (0.7270, -1.5025, 3.2185)
H (-3.1434, -1.8062, 1.2551)
H (2.8163, -3.1176, 2.2811)
C (2.6241, 0.1898, -0.0431)
C (1.7442, 2.0973, 1.4076)
H (-0.5300, -3.1228, 6.4757)
H (2.1746, -0.5225, 2.0897)
N (-0.5416, -1.4131, 0.6607)


No. 4
Computed, not measured: a molecular structure, C32H29BrCl6IN2NaO2S, with ωB97M-V/def2-TZVPD.

As for the energy above the lowest of the compared OMol25 structures with the same formula, charge and spin: 24.72 kcal/mol. For the maximum force, the calculation gives 1.22 eV Å⁻¹. As for the charge: -2. For the molecular weight, the calculation gives 948.18 g mol⁻¹.

Positions of all 75 atoms, in Å:
Cl (3.7282, 1.1207, 5.9233)
H (-4.1387, 2.7935, -4.3636)
C (-1.6374, -3.4241, -2.1568)
H (-2.5859, 1.3748, -3.0648)
H (1.6172, -2.6715, -1.9285)
H (5.3666, -4.3366, -3.1301)
Cl (4.1317, -1.2386, 1.1156)
H (-2.7797, -2.7799, 2.8537)
H (0.2570, 4.5764, -2.9651)
H (-4.3670, -1.9766, -0.0468)
H (-4.1644, 1.9324, 0.3761)
C (3.4485, -3.6360, -2.4568)
C (3.1494, 0.8991, 4.3112)
H (-7.9204, -2.7641, 0.3084)
H (-1.1870, -3.1273, -3.0966)
C (-2.7592, -4.1371, 0.2683)
Cl (5.2959, -0.6953, 3.9713)
H (-6.0707, 0.5577, -1.3899)
H (-1.2844, 5.9836, -4.2753)
H (-3.2150, -4.4325, 1.2040)
H (-6.3738, -3.3835, -0.3015)
C (-1.0692, -2.8609, -0.9624)
N (-4.7709, 1.1773, 0.0856)
N (-4.9672, -1.1547, -0.0712)
C (4.9086, -2.3872, -3.8845)
C (1.9976, 1.5406, 3.8758)
Cl (-3.9471, 5.5133, -5.1916)
H (-6.6186, 3.1598, 0.1470)
C (-6.2445, -1.4282, 0.5669)
C (-1.6505, -3.2802, 0.2914)
C (-2.8117, 4.4815, -4.3418)
C (3.8334, 0.0685, 3.4339)
H (-7.4144, 1.6215, 0.4788)
C (-2.3200, 2.3962, -3.3033)
S (-2.8493, -0.1766, 1.1965)
C (-3.1799, 3.1778, -4.0340)
C (-1.0862, -2.7806, 1.5249)
H (-7.6920, 2.4441, -1.0620)
C (-4.2551, -0.0429, 0.3503)
C (3.9939, -1.3477, -3.8675)
H (-1.2090, -2.7443, 3.6606)
C (2.1811, 0.4919, 1.6540)
C (-6.9491, 2.2247, -0.2996)
C (-6.9986, -2.4987, -0.2077)
H (-4.1335, -5.3058, -0.8846)
C (4.6427, -3.5322, -3.1540)
C (-1.5625, 4.9766, -3.9855)
Cl (1.1358, 2.5666, 4.9803)
C (-0.2573, 2.1014, -1.9923)
O (-0.0852, -2.0719, 1.5846)
C (3.3178, -0.1257, 2.1592)
H (3.2190, -4.5322, -1.8972)
H (-0.7883, 1.3502, -1.4195)
C (-1.7682, -3.1750, 2.8345)
C (1.5644, 1.3381, 2.5711)
C (2.5489, -2.5887, -2.4662)
Cl (0.1494, 2.1652, 2.0468)
Br (4.3995, 0.2164, -4.8956)
C (-1.0729, 2.8828, -2.8342)
Na (0.8067, -0.7056, 0.1335)
C (2.8135, -1.4094, -3.1522)
C (-0.7104, 4.1871, -3.2529)
H (-6.8182, -0.5009, 0.5932)
H (-5.3009, 2.1284, -1.6856)
H (5.8208, -2.3027, -4.4588)
H (0.4840, 2.6425, -1.4180)
C (-5.7588, 1.4920, -0.9196)
H (-1.8027, -4.2556, 2.9523)
H (-7.2401, -2.1404, -1.2059)
C (-2.7038, -4.2687, -2.1240)
C (-3.2829, -4.6338, -0.9008)
H (-6.0993, -1.7588, 1.6089)
O (-0.1162, -2.0511, -1.0311)
I (1.4144, 0.2629, -2.8339)
H (-3.1153, -4.6601, -3.0488)


No. 5
Computed, not measured: a molecular structure, C32H29N3O6SScSe, with ωB97M-V/def2-TZVPD.

As for the energy above the lowest of the compared OMol25 structures with the same formula, charge and spin: 29.60 kcal/mol. For the maximum force, the calculation gives 2.29 eV Å⁻¹. As for the charge: -1. For the molecular weight, the calculation gives 707.58 g mol⁻¹.

Positions of all 73 atoms, in Å:
H (6.1151, -1.6006, -0.4765)
H (-1.7596, 4.6533, 2.6461)
C (0.9332, -4.1893, 0.1493)
Se (2.4475, 1.2358, 2.3682)
C (1.2087, -6.0531, 1.7340)
H (-3.5362, 1.8722, 1.1076)
Sc (0.6306, 0.3897, 0.6034)
C (0.6643, -2.3936, 2.2287)
H (0.7753, 1.1585, -4.2878)
C (-2.0013, 1.1054, 4.5461)
H (0.3732, 3.4623, 2.3538)
H (4.9242, 0.1773, -4.8117)
H (6.1941, -0.7946, -2.8253)
C (1.7217, 0.2965, -2.5874)
O (-0.7800, 2.3296, -2.2043)
H (-3.5445, 0.4342, -5.7422)
H (-2.8588, -1.9725, 3.9839)
C (-0.2689, 3.6669, 1.5020)
O (3.5143, 0.0552, 2.6156)
H (-2.2465, 1.7672, -4.0700)
O (-1.2686, 0.6761, -0.4385)
C (2.9374, -0.2469, -2.0622)
C (0.9947, -4.6513, 1.4659)
C (-2.2200, 2.5923, 2.6450)
C (-1.7067, 0.0355, -2.9429)
H (-1.5448, 0.8891, 5.5065)
O (0.8736, 0.6483, 2.5738)
O (2.6914, 2.5726, 3.2267)
C (-3.1025, 1.6780, 2.0815)
C (-3.1287, -1.4389, -4.7770)
C (-1.7346, 3.8348, 1.9218)
H (-4.2192, -1.2581, 4.8530)
H (-2.4634, 3.4981, -0.0931)
C (0.6032, -1.8876, 0.9230)
C (-2.3320, 0.6904, -3.9930)
H (2.8063, 1.0410, -5.7084)
C (2.8549, 0.6817, -4.6869)
H (-4.0875, -0.2175, 2.2558)
H (-3.6871, -2.0203, -5.5009)
H (-3.6518, 4.2804, 0.9710)
C (-1.7761, -1.3458, -2.7929)
H (-0.1489, 2.8714, 0.7728)
H (3.9398, -1.5364, 0.7594)
H (-2.5617, -3.1583, -3.6165)
C (0.7468, -2.8408, -0.0931)
C (-2.4965, -2.0820, -3.7176)
H (-0.9785, 2.9726, 4.3517)
H (0.5766, -1.7084, 3.0647)
H (-2.2755, 5.1960, 0.3404)
H (1.0462, -4.8916, -0.6687)
S (-0.7293, 0.9516, -1.7971)
N (2.9019, -0.7178, -0.7886)
C (-3.0502, -0.0587, -4.9143)
C (0.8576, -3.7399, 2.5101)
H (0.9153, -4.0883, 3.5353)
C (-2.5891, 4.2207, 0.7180)
H (-1.2725, -1.8226, -1.9563)
C (5.2293, -1.2214, -0.9690)
H (0.1008, 4.5667, 1.0059)
C (4.0951, -0.2723, -2.8599)
C (1.6904, 0.7400, -3.8858)
H (0.7381, -2.5163, -1.1292)
C (4.0318, 0.1993, -4.1958)
C (5.2706, -0.7776, -2.2564)
N (0.6692, 0.2923, -1.6744)
C (-2.8612, 0.1764, 3.9690)
C (-3.1546, -1.1462, 4.6338)
H (-2.6025, -1.2457, 5.5695)
C (4.0043, -1.1831, -0.2649)
C (-3.4153, 0.4903, 2.7326)
O (2.2827, 1.5637, 0.7232)
C (-1.6862, 2.2871, 3.8939)
N (1.3806, -7.1728, 1.9455)


No. 6
Computed, not measured: a molecular structure, C32H29N7O4OsS2, with ωB97M-V/def2-TZVPD.

For the maximum force, the calculation gives 3.27 eV Å⁻¹. As for the charge: +2. As for the electronic energy: -76390.5837 eV. For the molecular weight, the calculation gives 829.99 g mol⁻¹.

Positions of all 75 atoms, in Å:
N (0.8592, 2.4401, 0.2457)
H (0.8323, -3.6217, -2.0552)
H (-2.7009, 4.5365, -0.7077)
S (3.0093, 0.0091, -1.4994)
C (-3.3095, -2.8407, -0.0228)
C (4.2968, 3.7851, 0.5619)
C (0.3137, -2.9326, 0.5278)
C (-0.1112, -5.5618, 2.2258)
C (-1.4588, 2.8492, -0.0444)
O (-3.3882, -4.1255, 0.3289)
C (2.9950, -1.8478, 1.3698)
N (-1.5904, 1.5476, 0.3014)
H (1.7023, -8.4750, 0.4514)
C (-2.9047, -0.1241, -0.7794)
S (-3.9874, 2.5088, -0.3297)
C (1.3642, -6.3500, 0.4630)
C (2.9700, -1.8457, -1.1190)
H (-0.1802, 5.4163, -0.2901)
H (5.3225, 3.5209, 0.7605)
C (1.1757, -7.6530, 0.9065)
H (4.9363, -1.4926, -1.9385)
N (1.1058, -3.9852, 0.7833)
H (2.5163, -2.2913, 2.2226)
O (2.7569, -2.8371, -1.9749)
H (0.1938, -8.9189, 2.3106)
H (-4.3954, -5.8272, 0.6806)
C (3.3427, 2.7916, 0.5596)
C (-2.9345, 1.0987, 0.2200)
C (1.4788, -2.9382, -2.6039)
C (0.3267, -7.9039, 1.9720)
C (-4.4051, -2.0597, -0.4643)
C (4.3376, -1.2421, -1.0691)
H (3.6027, 1.7696, 0.7748)
C (-0.3386, -6.8721, 2.6129)
H (-3.3283, 0.7436, 1.1779)
C (5.1046, -1.1179, 0.1973)
N (0.7942, -1.7364, 0.2461)
H (1.6706, -3.3469, -3.5934)
H (-1.3460, -4.0735, 0.7542)
C (-0.1041, 3.3193, 0.0109)
H (-5.3517, -4.3561, 0.9858)
H (1.0086, -1.9550, -2.6866)
H (6.1717, -1.3047, 0.1110)
N (2.2019, 0.0088, -0.0667)
N (-1.0224, -3.1398, 0.5189)
C (-1.7525, -0.9313, -0.2389)
C (2.1990, -1.4481, 0.1916)
H (3.1851, -6.4428, -2.2226)
H (1.9851, -7.6887, -1.7853)
Os (-0.1191, 0.1613, 0.2259)
H (2.4334, 6.5549, -0.1138)
H (-5.3844, -2.5097, -0.5102)
H (-0.5504, -4.7439, 2.7801)
H (-2.6312, 0.3106, -1.7512)
H (-5.0372, -4.8916, -0.6913)
H (-5.0463, -0.1954, -1.2452)
O (4.7329, -0.1330, 1.0967)
O (2.1119, -5.9710, -0.6065)
C (-4.2206, -0.7852, -0.8728)
C (3.9819, 5.1259, 0.3147)
C (1.7162, 4.5295, 0.0677)
C (-4.6253, -4.8246, 0.3185)
H (3.4888, -7.5135, -0.8326)
C (0.7349, -5.3013, 1.1578)
H (4.9468, -1.8498, 2.2994)
H (2.0989, -3.8821, 0.6116)
H (4.7699, 5.8628, 0.3382)
C (2.6851, 5.5223, 0.0675)
N (0.3566, 4.5836, -0.1115)
H (-1.0029, -7.0822, 3.4357)
C (4.3788, -1.4478, 1.4689)
C (2.7209, -6.9779, -1.3966)
C (-2.0089, -2.2552, 0.0809)
C (-2.6042, 3.5158, -0.3976)
C (2.0250, 3.1647, 0.2998)